{
  "formula": "C23H30Cl6MnN2O6PS",
  "method": "wB97M-V/def2-TZVPD",
  "symbols": ["Mn", "Cl", "C", "C", "C", "C", "C", "Cl", "C", "S", "H", "H", "H", "Cl", "C", "C", "Cl", "C", "Cl", "C", "O", "C", "O", "C", "Cl", "C", "N", "C", "C", "O", "N", "C", "C", "H", "H", "H", "H", "H", "H", "H", "H", "H", "H", "H", "H", "C", "C", "O", "P", "O", "C", "C", "O", "C", "C", "H", "H", "H", "H", "H", "H", "H", "H", "H", "H", "H", "H", "H", "H", "H"],
  "coordinates": [[-0.302, 0.318, -0.623], [-2.059, -0.541, 0.661], [-2.075, -2.253, 0.233], [-2.797, -3.104, 1.041], [-2.846, -4.443, 0.689], [-2.184, -4.883, -0.445], [-1.470, -3.992, -1.229], [-0.662, -4.577, -2.638], [-1.388, -2.634, -0.909], [-0.471, -1.519, -1.900], [-3.307, -2.731, 1.920], [-3.401, -5.142, 1.299], [-2.214, -5.926, -0.733], [1.611, 2.850, 5.287], [1.433, 1.856, 3.913], [2.074, 0.563, 3.887], [3.015, 0.068, 5.223], [1.940, -0.270, 2.807], [2.694, -1.803, 2.713], [1.160, 0.149, 1.707], [0.967, -0.535, 0.648], [0.550, 1.465, 1.721], [-0.103, 1.782, 0.651], [0.684, 2.295, 2.846], [-0.105, 3.815, 2.814], [0.828, 0.407, -4.523], [2.115, 0.597, -3.848], [3.212, 1.068, -4.696], [2.125, 0.709, -2.505], [1.024, 0.954, -1.933], [3.294, 0.644, -1.832], [4.371, -0.274, -2.198], [3.416, 1.218, -0.500], [0.255, 1.336, -4.569], [0.240, -0.348, -4.012], [1.023, 0.057, -5.535], [2.802, 1.743, -5.450], [3.714, 0.245, -5.210], [3.939, 1.621, -4.110], [4.054, -0.938, -2.995], [4.610, -0.886, -1.327], [5.273, 0.259, -2.504], [2.622, 1.937, -0.332], [4.375, 1.732, -0.423], [3.379, 0.441, 0.263], [0.777, 4.055, -3.445], [-0.156, 3.724, -2.308], [-1.129, 2.735, -2.770], [-1.812, 1.777, -1.711], [-2.466, 2.812, -0.716], [-3.355, 2.473, 0.376], [-4.229, 3.668, 0.654], [-3.057, 1.175, -2.463], [-3.000, 0.334, -3.657], [-3.186, 1.173, -4.898], [1.469, 4.843, -3.135], [0.217, 4.413, -4.311], [1.359, 3.179, -3.737], [-0.714, 4.598, -1.981], [0.387, 3.327, -1.454], [-2.738, 2.229, 1.242], [-3.949, 1.603, 0.099], [-3.618, 4.538, 0.903], [-4.886, 3.454, 1.498], [-4.843, 3.904, -0.215], [-3.803, -0.388, -3.535], [-2.058, -0.212, -3.669], [-4.151, 1.683, -4.879], [-3.154, 0.528, -5.780], [-2.395, 1.921, -4.983]],
  "forces_ev_per_angstrom": [[0.5, 0.1, 0.3], [-0.1, -0.2, 0.1], [0.0, 0.2, 0.1], [-0.1, 0.0, 0.1], [0.0, 0.0, 0.1], [0.1, -0.1, -0.1], [0.0, -0.1, 0.0], [0.0, -0.1, 0.0], [0.1, 0.0, 0.0], [-0.1, 0.1, 0.2], [0.0, 0.0, -0.1], [0.0, 0.0, 0.0], [0.0, 0.0, 0.0], [0.0, -0.1, 0.0], [-0.3, 0.3, -0.3], [0.0, -0.2, -0.1], [-0.1, 0.1, 0.0], [0.4, -0.1, 0.4], [0.0, 0.0, 0.0], [-0.4, 0.0, -0.9], [-0.4, 0.6, 0.3], [-0.8, -0.4, -1.2], [0.9, -0.7, 0.6], [0.2, 0.3, 0.7], [0.0, 0.0, 0.0], [0.2, 0.1, 0.0], [0.1, -0.1, -0.2], [0.0, -0.2, 0.0], [-0.4, 0.2, 0.0], [0.2, 0.1, 0.0], [0.0, -0.1, 0.0], [0.0, 0.1, -0.1], [0.0, 0.0, -0.1], [0.0, 0.0, 0.0], [0.0, 0.0, 0.0], [0.0, 0.0, 0.0], [0.0, 0.0, 0.0], [0.0, 0.0, 0.0], [0.0, 0.0, 0.1], [-0.1, 0.0, -0.1], [0.0, 0.0, 0.0], [0.0, 0.0, 0.0], [-0.1, 0.1, 0.0], [0.0, 0.0, 0.0], [0.0, -0.1, 0.1], [0.0, 0.0, 0.0], [-0.1, -0.1, -0.1], [0.2, 0.3, 0.0], [0.3, -0.3, 0.2], [-0.2, 0.2, 0.0], [0.1, 0.1, -0.1], [0.0, 0.1, 0.0], [-0.2, -0.1, -0.2], [0.0, 0.1, 0.1], [0.0, 0.1, 0.0], [-0.1, -0.1, 0.0], [0.0, 0.0, 0.0], [0.0, 0.1, 0.0], [-0.1, 0.0, 0.0], [0.0, -0.1, 0.1], [0.0, 0.0, 0.0], [0.0, 0.0, 0.0], [0.0, -0.1, 0.0], [0.0, 0.0, 0.0], [0.0, 0.0, 0.0], [0.0, 0.0, 0.0], [0.0, 0.0, 0.0], [0.1, 0.0, 0.0], [0.0, 0.0, 0.0], [-0.1, 0.0, 0.0]],
  "mulliken_charge": [1.120, -0.274, 0.595, -0.832, -0.424, -0.764, 0.277, -0.208, 0.170, -0.304, 0.485, 0.409, 0.439, -0.143, 0.599, 0.435, -0.141, 0.160, -0.149, 0.351, -0.657, -0.332, 0.334, -0.103, -0.150, -0.757, 0.148, -1.293, 0.141, -0.559, 0.304, -1.168, -0.959, 0.261, 0.058, 0.465, 0.443, 0.339, 0.402, 0.386, 0.384, 0.326, 0.086, 0.524, 0.276, -1.207, 0.078, -0.320, 0.642, -0.317, 0.131, -1.484, -0.278, 0.249, -1.144, 0.436, 0.346, 0.101, 0.447, -0.056, 0.077, 0.370, 0.301, 0.415, 0.361, 0.353, -0.115, 0.356, 0.394, 0.165],
  "gap_ev": [4.71, 5.06],
  "total_charge": 1,
  "energy_ha": -6106.93028,
  "multiplicity": 2
}

---

{
  "formula": "C23H30Cl6N4",
  "method": "wB97M-V/def2-TZVPD",
  "symbols": ["C", "C", "C", "N", "C", "C", "H", "H", "H", "H", "H", "C", "C", "C", "N", "C", "C", "H", "H", "H", "H", "H", "C", "C", "C", "N", "C", "C", "H", "H", "H", "H", "H", "Cl", "C", "C", "Cl", "H", "H", "H", "H", "Cl", "C", "C", "Cl", "H", "H", "H", "H", "Cl", "C", "C", "Cl", "H", "H", "H", "H", "C", "C", "N", "H", "H", "H"],
  "coordinates": [[1.513, -0.833, 3.965], [0.994, -0.141, 5.069], [-0.332, 0.253, 4.982], [-1.128, -0.036, 3.960], [-0.604, -0.735, 2.967], [0.716, -1.187, 2.890], [2.554, -1.113, 3.894], [1.505, 0.062, 6.001], [-0.819, 0.700, 5.816], [-1.247, -0.948, 2.130], [1.106, -1.695, 2.023], [0.830, -6.215, -0.082], [0.377, -5.640, 1.124], [-0.467, -4.583, 1.017], [-0.877, -4.024, -0.084], [-0.461, -4.609, -1.231], [0.368, -5.717, -1.295], [1.468, -7.068, -0.063], [0.686, -5.955, 2.113], [-0.877, -4.154, 1.928], [-0.897, -4.207, -2.144], [0.563, -6.115, -2.274], [-1.597, -0.754, -2.127], [-0.822, -0.714, -0.948], [-0.415, 0.563, -0.543], [-0.719, 1.690, -1.254], [-1.496, 1.576, -2.336], [-1.944, 0.376, -2.786], [-2.092, -1.670, -2.389], [-0.648, -1.608, -0.333], [0.261, 0.623, 0.292], [-1.690, 2.462, -2.924], [-2.605, 0.257, -3.611], [3.099, 1.497, -0.840], [2.428, 1.355, -2.527], [3.479, 1.439, -3.641], [4.525, -0.031, -3.803], [1.704, 2.146, -2.667], [1.983, 0.370, -2.519], [4.231, 2.215, -3.427], [3.033, 1.636, -4.623], [-0.077, 4.982, 2.004], [0.554, 3.308, 1.758], [1.567, 2.849, 2.825], [3.151, 3.704, 2.767], [1.030, 3.334, 0.795], [-0.276, 2.622, 1.850], [1.756, 1.785, 2.681], [1.181, 3.062, 3.818], [-1.205, 5.708, -3.005], [-0.016, 4.965, -1.845], [1.204, 5.871, -1.818], [2.505, 5.178, -0.743], [0.305, 3.973, -2.183], [-0.416, 4.933, -0.853], [0.896, 6.786, -1.308], [1.769, 5.980, -2.749], [-4.684, -2.707, -0.784], [-5.469, -3.810, -0.192], [-6.114, -4.708, 0.159], [-4.091, -3.061, -1.634], [-3.950, -2.316, -0.069], [-5.306, -1.903, -1.173]],
  "forces_ev_per_angstrom": [[0.7, -0.1, 0.3], [-0.4, -0.3, -0.7], [0.2, -0.9, 0.1], [-0.1, 0.0, -0.3], [0.2, -0.3, -0.8], [-0.6, 1.1, 0.9], [0.2, 0.0, 0.4], [0.4, 0.0, -0.3], [-0.2, 0.6, 0.6], [-0.4, 0.0, -0.1], [0.0, -0.1, 0.0], [-0.5, 0.2, 0.7], [1.2, -1.1, -1.2], [-0.7, 0.8, 1.9], [-0.2, -0.1, -2.3], [-0.7, 0.4, 0.3], [-0.4, 0.7, 0.7], [0.4, -0.5, 0.0], [0.1, -0.3, -0.2], [0.1, 0.1, 0.1], [0.2, 0.1, 0.1], [0.4, -0.4, 0.0], [0.2, -1.4, 2.2], [-0.6, 0.8, -0.4], [-0.4, -0.1, -1.7], [0.3, -0.7, 0.7], [1.2, 0.8, 0.6], [-0.5, -0.6, -0.6], [0.2, -0.5, -0.3], [0.1, 0.4, -0.5], [0.0, 0.6, 0.4], [-0.1, 0.4, 0.3], [-0.3, 0.4, -0.7], [-0.1, 0.1, -0.7], [1.0, -0.5, -0.1], [0.9, 0.4, 0.5], [-0.5, 0.1, 0.1], [-0.2, 0.1, 0.1], [-0.4, 0.0, -0.2], [-0.6, 0.0, -0.1], [-0.1, -0.2, 0.4], [0.2, -0.4, 0.2], [0.9, 0.3, 1.0], [-0.3, 0.8, -0.3], [-0.3, -0.2, -0.2], [-0.1, -0.3, -0.5], [-0.3, 0.0, -0.4], [0.0, 0.1, 0.1], [-0.1, -0.3, 0.0], [0.4, -0.5, 0.5], [1.2, 0.1, -1.0], [0.5, 0.0, 0.8], [-0.5, -0.1, -0.1], [-0.6, 0.2, 0.0], [-0.6, -0.2, 0.3], [0.4, 0.2, -0.6], [-0.8, 0.3, 0.0], [0.5, -0.2, 0.1], [-0.6, -0.7, -0.3], [0.9, 1.3, -0.3], [-0.2, -0.3, 0.2], [-0.4, 0.0, 0.0], [-0.2, -0.1, 0.3]],
  "mulliken_charge": [-0.547, -0.363, -0.364, -0.617, -0.337, -0.221, 0.382, 0.405, 0.454, 0.692, 0.522, -0.202, -0.668, -0.183, -0.193, 0.030, -0.709, 0.388, 0.384, 0.450, 0.281, 0.406, -0.161, -0.383, -0.428, 0.070, -0.074, -1.032, 0.379, 0.229, 0.697, 0.282, 0.453, -0.170, 0.258, -0.528, -0.211, -0.286, 0.249, 0.325, 0.362, -0.208, 0.008, -0.171, -0.193, -0.064, 0.272, -0.041, 0.403, -0.214, 0.589, -0.578, -0.140, -0.530, 0.124, 0.334, 0.373, -0.306, 0.156, -0.375, 0.123, 0.048, 0.368],
  "gap_ev": 10.34,
  "total_charge": 0,
  "energy_ha": -3874.54981,
  "multiplicity": 1,
  "smiles": "c1ccncc1.c1ccncc1.c1ccncc1.ClCCCl.ClCCCl.ClCCCl.CC#N"
}

---

{
  "formula": "C23H30ClCoO9",
  "method": "wB97M-V/def2-TZVPD",
  "symbols": ["C", "C", "C", "C", "H", "H", "C", "H", "H", "C", "H", "H", "C", "C", "C", "O", "O", "O", "O", "C", "H", "H", "H", "C", "H", "H", "H", "O", "H", "H", "C", "C", "H", "H", "H", "H", "H", "H", "Co", "C", "C", "C", "H", "C", "C", "H", "H", "H", "H", "C", "C", "C", "H", "C", "C", "H", "H", "H", "H", "O", "Cl", "O", "O", "O"],
  "coordinates": [[0.225, -0.223, -3.838], [-0.150, -0.795, -2.452], [0.056, 1.315, -3.719], [-1.055, 1.477, -2.694], [-0.203, 1.713, -4.700], [1.010, 1.745, -3.394], [-1.325, 0.067, -2.036], [0.720, -0.656, -1.793], [-0.391, -1.861, -2.523], [-1.496, 0.325, -0.535], [-2.248, -0.373, -2.454], [-1.984, 1.798, -3.184], [-0.823, 2.391, -1.440], [1.562, -0.723, -4.342], [-0.631, -0.800, -4.954], [-0.945, -0.216, -5.970], [2.397, -1.289, -3.656], [1.680, -0.565, -5.673], [-0.943, -2.085, -4.678], [-0.676, -3.123, -5.640], [-0.307, -3.962, -5.040], [0.086, -2.803, -6.364], [-1.608, -3.383, -6.153], [2.967, -0.911, -6.177], [3.773, -0.370, -5.657], [2.936, -0.634, -7.232], [3.150, -1.989, -6.054], [-1.433, 1.731, -0.282], [-0.710, -0.163, 0.079], [-2.478, -0.046, -0.196], [-1.499, 3.744, -1.633], [0.661, 2.606, -1.102], [1.149, 3.237, -1.859], [1.200, 1.650, -1.010], [0.733, 3.117, -0.130], [-1.378, 4.364, -0.738], [-2.566, 3.607, -1.843], [-1.046, 4.265, -2.486], [-0.325, -0.564, 3.939], [-1.967, -0.228, 5.019], [-2.185, 0.130, 3.646], [-1.870, -1.009, 2.832], [-2.632, 1.048, 3.285], [-1.466, -2.090, 3.713], [-1.555, -1.609, 5.073], [-1.295, -2.135, 5.987], [-2.214, 0.391, 5.866], [-1.962, -1.042, 1.744], [-1.229, -3.095, 3.380], [2.198, 0.817, 4.194], [1.908, -0.124, 5.241], [1.442, -1.355, 4.595], [2.441, -0.162, 6.178], [1.528, -1.148, 3.165], [1.987, 0.216, 2.947], [2.184, 0.659, 1.966], [2.523, 1.834, 4.372], [1.467, -2.321, 5.090], [1.559, -1.933, 2.405], [0.737, 1.143, 8.855], [0.205, 0.287, 7.834], [0.781, -1.031, 7.876], [-1.233, 0.235, 7.903], [0.563, 0.903, 6.451]],
  "forces_ev_per_angstrom": [[0.2, -0.5, -0.8], [0.7, 0.3, -0.5], [0.3, -0.6, 0.0], [-0.9, -0.2, 1.4], [0.0, 0.0, 0.1], [-0.2, 0.0, -0.1], [-0.2, 0.3, -0.3], [-0.2, -0.1, 0.0], [0.2, 0.3, 0.2], [0.1, -0.2, 0.3], [0.3, 0.2, 0.1], [0.2, 0.1, 0.1], [0.3, 0.0, 0.0], [-1.2, 1.5, 1.5], [0.1, 0.8, 2.2], [-0.6, 0.5, -1.8], [1.1, -1.2, 0.5], [1.5, 0.0, -1.7], [-0.6, -2.0, -0.1], [0.0, 0.7, 0.3], [-0.1, 0.0, -0.3], [-0.2, -0.1, 0.1], [0.2, -0.1, -0.1], [-0.4, 0.0, 0.1], [-0.2, -0.1, -0.1], [0.1, -0.1, 0.0], [0.0, 0.3, -0.1], [-0.1, 0.3, -1.4], [-0.3, 0.0, -0.4], [0.3, 0.2, 0.1], [-0.1, 0.0, 0.1], [0.0, 0.0, 0.2], [0.0, -0.3, 0.2], [-0.1, 0.3, -0.1], [-0.1, -0.1, -0.3], [-0.1, 0.0, -0.1], [0.1, 0.0, 0.1], [0.0, -0.1, 0.1], [6.2, 2.3, -0.4], [-2.1, -0.8, -0.2], [-1.2, -0.7, 0.3], [-1.4, -0.6, -0.4], [0.4, 0.0, 0.1], [-2.2, -0.6, -0.1], [-1.5, 0.0, 0.2], [0.0, 0.1, -0.3], [0.5, 0.0, 0.0], [0.1, -0.1, 0.6], [0.2, 0.2, 0.2], [-0.2, -0.4, 0.4], [2.1, -1.9, -2.4], [1.7, 0.9, 0.1], [-0.5, 0.3, 0.1], [0.4, 0.6, -0.2], [-0.2, -0.8, 0.2], [-0.3, -0.1, 0.4], [0.0, -0.1, -0.1], [-0.2, 0.2, -0.1], [-0.3, 0.3, 0.3], [0.1, -0.2, 0.3], [0.2, 1.7, -3.5], [-0.1, 0.0, 0.4], [0.1, -0.3, 0.6], [-1.8, -0.3, 3.6]],
  "mulliken_charge": [3.423, -1.981, -1.521, -0.042, 0.316, 0.262, 0.762, 0.308, 0.572, -1.038, 0.607, 0.419, 1.813, -0.853, -0.405, -0.787, -0.646, -0.075, -0.237, -0.923, 0.311, 0.255, 0.247, -1.069, 0.303, 0.306, 0.279, -0.523, 0.184, 0.204, -1.863, -1.960, 0.402, 0.262, 0.465, 0.405, 0.423, 0.337, -0.282, -0.168, -0.704, -0.001, 0.528, -0.692, -0.450, 0.459, 0.495, 0.464, 0.452, -1.184, -0.032, -0.451, 0.566, -0.750, -0.281, 0.457, 0.388, 0.588, 0.565, -0.699, 1.665, -0.645, -0.672, -0.556],
  "gap_ev": [2.78, 6.99],
  "total_charge": -2,
  "energy_ha": -3414.10815,
  "multiplicity": 5,
  "e_above_lowest_kcal_mol": 0.0
}